Entry 1:
The following is a quantum chemistry calculation of a single C2H5N3OS molecule in a non-equilibrium geometry, from the Open Molecules 2025 dataset.

Output
- HOMO (eV) = -8.03
- gap between HOMO and LUMO (eV) = 8.09
- energy above the lowest of the compared OMol25 structures with the same formula, charge and spin (kJ/mol) = 97.1
- largest force on an atom (eV Å⁻¹) = 3.10
- calculated total energy (eV) = -19507.944

```
12
Properties=species:S:1:pos:R:3:nbo_charge:R:1
C -0.61 -0.08 -0.07 0.65
C 1.89 0.33 -0.07 0.41
N -1.66 -0.94 0.04 -0.80
N 0.59 -0.52 -0.32 -0.66
N -0.74 1.24 0.13 -0.81
O 1.79 1.57 -0.09 -0.65
S 3.15 -0.70 0.09 -0.26
H -1.25 -1.85 0.03 0.39
H -2.45 -0.81 0.78 0.42
H 0.83 -1.51 -0.56 0.44
H -1.71 1.54 0.32 0.41
H 0.17 1.72 -0.29 0.48
```

---

Entry 2:
The following is a quantum chemistry calculation of a molecular structure, C23H43ClFeN3O5Si in a non-equilibrium geometry, from the Open Molecules 2025 dataset.

Output
- HOMO (spin up / spin down) (eV) = -7.82 / -7.61
- gap between HOMO and LUMO (spin up / spin down) (eV) = 8.38 / 6.44
- spin multiplicity = 6
- energy above the lowest of the compared OMol25 structures with the same formula, charge and spin (kJ/mol) = 0.0
- largest force on an atom (eV Å⁻¹) = 3.02
- calculated total energy (eV) = -94046.153

```
77
Properties=species:S:1:pos:R:3:lowdin_charge:R:1
O -1.41 1.35 -0.86 -0.20
C -2.03 0.55 -1.72 -0.41
C -3.25 -0.12 -1.05 -0.19
C -3.22 -0.43 0.32 -0.05
H -2.31 -0.22 0.89 0.08
C -4.34 -1.00 0.92 -0.09
H -4.32 -1.22 2.00 0.09
C -5.47 -1.30 0.15 -0.10
H -6.34 -1.77 0.61 0.09
C -5.49 -1.00 -1.23 -0.09
H -6.36 -1.23 -1.84 0.10
C -4.38 -0.39 -1.81 -0.05
H -4.34 -0.14 -2.87 0.12
H -2.43 1.19 -2.56 0.13
C -0.35 -0.02 -3.69 -0.09
C -1.10 -0.57 -2.50 -0.27
H -0.37 -0.70 -4.58 0.08
H 0.71 0.15 -3.43 0.03
H -0.79 0.94 -4.02 0.08
C -1.35 -1.89 -2.36 -0.15
C -0.73 -3.01 -3.14 -0.12
H -2.12 -2.21 -1.65 0.11
H -1.48 -3.64 -3.65 0.08
H -0.19 -3.68 -2.45 0.06
H -0.02 -2.66 -3.89 0.05
Fe 0.78 0.06 -0.34 0.84
Cl 1.74 -1.56 -1.54 0.24
C 3.32 -0.77 0.97 -0.37
O 2.83 0.35 0.71 -0.07
N 4.59 -1.03 1.27 -0.17
C 5.61 0.00 1.19 -0.03
C 5.05 -2.38 1.57 -0.03
H 2.69 -1.68 0.94 0.06
H 5.16 0.94 0.87 0.09
H 6.40 -0.31 0.49 0.10
H 6.08 0.13 2.18 0.10
H 4.18 -3.05 1.62 0.09
H 5.56 -2.40 2.54 0.09
H 5.74 -2.74 0.80 0.10
H -2.97 3.09 3.11 0.09
H -0.86 2.30 4.39 0.09
C -2.69 2.29 2.40 -0.04
C -0.58 1.67 3.54 -0.04
N -1.25 2.14 2.35 -0.17
H -3.05 2.56 1.40 0.09
C -0.56 2.47 1.24 -0.33
O 0.62 2.15 1.01 -0.07
H 0.51 1.69 3.38 0.10
H -1.16 3.06 0.52 0.13
H -3.17 1.36 2.72 0.09
H -0.89 0.64 3.78 0.07
H 3.58 3.90 -3.22 0.10
H 1.72 5.78 -2.71 0.09
C 2.70 3.34 -3.57 -0.03
C 0.98 5.00 -2.94 -0.04
N 1.54 3.67 -2.76 -0.17
H 2.90 2.27 -3.50 0.09
C 1.08 2.82 -1.83 -0.24
O 1.53 1.66 -1.67 -0.11
H 0.12 5.12 -2.28 0.09
H 0.25 3.22 -1.22 0.12
H 2.51 3.63 -4.61 0.09
H 0.66 5.14 -3.98 0.09
C -1.64 -2.26 3.06 -0.16
Si 0.01 -1.94 2.18 0.27
C 1.27 -1.70 3.59 -0.15
C 0.46 -3.50 1.21 -0.17
O -0.12 -0.68 1.20 -0.41
H -1.55 -3.10 3.76 0.03
H -2.43 -2.52 2.33 0.02
H -1.98 -1.39 3.63 0.02
H 1.25 -2.57 4.27 0.03
H 2.30 -1.59 3.22 0.00
H 1.04 -0.81 4.19 0.02
H -0.23 -3.62 0.36 0.03
H 1.47 -3.45 0.78 -0.01
H 0.40 -4.39 1.84 0.03
```

---

Entry 3:
The following is a quantum chemistry calculation of a molecular structure, C32H33N2O4OsPS, from the Open Molecules 2025 dataset.

Output
- HOMO (spin up / spin down) (eV) = -13.39 / -13.59
- total charge = +2
- gap between HOMO and LUMO (spin up / spin down) (eV) = 7.71 / 5.78
- spin multiplicity = 5
- energy above the lowest of the compared OMol25 structures with the same formula, charge and spin (kJ/mol) = 0.0
- largest force on an atom (eV Å⁻¹) = 0.69
- calculated total energy (eV) = -67467.173

```
74
Properties=species:S:1:pos:R:3:lowdin_charge:R:1
Os -0.64 1.38 -0.33 1.77
C -4.76 2.50 -0.10 0.02
C -3.29 2.67 -0.24 -0.36
O -2.60 1.58 -0.22 -0.20
C -2.73 3.95 -0.37 0.02
C -1.40 4.28 -0.53 -0.24
C -0.99 5.71 -0.67 0.00
N -0.43 3.32 -0.58 -0.16
N 0.84 3.79 -0.74 0.11
C 1.69 2.80 -0.77 -0.36
O 1.26 1.54 -0.64 -0.21
C 3.11 3.03 -0.94 -0.16
C 4.00 1.95 -0.98 -0.01
C 5.36 2.19 -1.15 -0.05
C 5.82 3.49 -1.28 -0.04
C 4.94 4.56 -1.24 -0.05
C 3.59 4.34 -1.07 -0.01
H -5.02 1.46 0.04 0.09
H -5.26 2.90 -0.99 0.11
H -5.12 3.09 0.76 0.11
H -3.44 4.77 -0.36 0.13
H -1.85 6.36 -0.64 0.09
H -0.45 5.86 -1.61 0.10
H -0.30 5.97 0.13 0.10
H 3.63 0.94 -0.89 0.11
H 6.05 1.36 -1.18 0.11
H 6.88 3.67 -1.41 0.12
H 5.31 5.57 -1.34 0.12
H 2.89 5.16 -1.05 0.12
C -0.77 0.00 3.72 -0.23
S 0.46 0.86 2.78 0.91
C 1.09 1.94 4.04 -0.22
O -0.33 1.81 1.86 -0.64
H -0.27 -0.63 4.46 0.07
H -1.32 -0.63 3.02 0.05
H -1.43 0.73 4.20 0.08
H 1.57 1.33 4.80 0.08
H 0.26 2.51 4.46 0.08
H 1.81 2.59 3.56 0.07
O -0.62 -0.61 -0.15 -0.50
P -0.58 -2.14 -0.33 0.88
C -2.10 -2.71 -1.05 -0.29
C -2.23 -4.07 -1.36 -0.07
C -3.40 -4.53 -1.94 -0.04
C -4.43 -3.64 -2.23 -0.04
C -4.29 -2.29 -1.93 -0.05
C -3.13 -1.82 -1.34 -0.06
C -0.33 -2.94 1.23 -0.30
C -1.38 -3.57 1.91 -0.06
C -1.15 -4.13 3.15 -0.05
C 0.12 -4.08 3.72 -0.05
C 1.16 -3.45 3.06 -0.06
C 0.95 -2.87 1.82 -0.09
C 0.79 -2.55 -1.38 -0.28
C 1.21 -1.65 -2.36 -0.06
C 2.23 -2.00 -3.23 -0.05
C 2.82 -3.25 -3.13 -0.04
C 2.40 -4.16 -2.17 -0.05
C 1.39 -3.81 -1.29 -0.07
H -1.43 -4.77 -1.15 0.12
H -3.50 -5.58 -2.18 0.12
H -5.33 -4.00 -2.69 0.12
H -5.09 -1.60 -2.16 0.11
H -3.03 -0.77 -1.10 0.08
H -2.36 -3.62 1.46 0.11
H -1.96 -4.63 3.68 0.12
H 0.29 -4.54 4.69 0.12
H 2.15 -3.42 3.50 0.12
H 1.77 -2.40 1.29 0.12
H 0.75 -0.67 -2.44 0.09
H 2.56 -1.30 -3.98 0.12
H 3.62 -3.52 -3.82 0.12
H 2.87 -5.13 -2.10 0.12
H 1.08 -4.51 -0.52 0.11
```

---

Entry 4:
The following is a quantum chemistry calculation of 2 unconnected molecules or ions with the total composition C3H5O3S in a non-equilibrium geometry, from the Open Molecules 2025 dataset.

Output
- HOMO (eV) = -5.10
- total charge = -1
- gap between HOMO and LUMO (eV) = 8.77
- energy above the lowest of the compared OMol25 structures with the same formula, charge and spin (kJ/mol) = 301.0
- largest force on an atom (eV Å⁻¹) = 3.13
- calculated total energy (eV) = -20167.980

```
12
Properties=species:S:1:pos:R:3:nbo_charge:R:1
C -2.81 0.05 0.30 -0.50
C -2.09 0.43 -1.03 -0.23
C -1.36 -0.02 -0.04 -0.13
O 1.63 -0.02 0.41 -1.05
O 3.70 1.08 -0.41 -1.02
O 3.55 -1.37 -0.35 -1.04
S 3.05 -0.09 0.16 2.29
H -3.19 0.87 0.95 0.18
H -3.16 -0.96 0.18 0.18
H -2.32 0.82 -2.04 0.22
H 3.51 -0.24 1.52 -0.18
H -0.53 -0.54 0.36 0.26
```